Here is a structure of composition C36H43Ge2KN5OS in a non-equilibrium geometry from the Open Molecules 2025 dataset. Energies are from the ωB97M-V functional and the def2-TZVPD basis.

Positions of all 89 atoms, in Å:
K  10.88382  12.99049  12.87247
S  15.98455  18.64885  9.75158
N  16.22294  17.10899  10.37519
C  15.03894  16.77249  10.83077
C  14.95970  15.53419  11.55997
C  16.05500  14.62940  11.70130
C  15.83416  13.43139  12.35543
C  14.46666  13.25426  12.93057
N  13.49919  14.16770  12.79188
C  13.68931  15.22487  12.08195
C  12.41052  16.15320  11.87531
N  11.39950  15.79224  12.41891
C  10.26533  16.50692  12.20302
C  10.25042  17.68932  11.42708
C  11.45626  18.13445  10.79029
C  12.59515  17.34442  11.07934
C  13.97647  17.70738  10.66481
N  14.38809  18.72450  9.83328
H  16.86104  14.52468  11.07771
H  16.53935  12.56926  12.32714
H  14.22629  12.43502  13.45721
H  9.22731  16.15590  12.71209
H  9.30466  18.18271  11.17515
H  11.62736  18.92986  10.24928
C  10.00121  12.33935  19.14114
C  10.66576  13.59390  18.38080
C  9.66041  14.78055  18.20087
C  12.01275  13.97590  18.73918
C  10.66508  13.14861  16.89478
N  10.69541  12.94937  15.72233
H  9.60554  12.99082  19.94282
H  10.83987  11.79423  19.11471
H  9.10109  11.61652  18.86338
H  9.51641  15.10454  19.19610
H  8.38771  14.34480  17.78394
H  9.55434  16.01475  17.80175
H  12.42754  14.29224  19.82973
H  12.89364  14.76279  18.01322
H  12.67343  13.30054  18.60794
C  8.39930  12.85167  8.97951
C  7.74715  12.96062  10.43533
C  6.27831  12.52982  10.45155
C  7.81675  14.47943  10.85428
O  8.57549  12.26667  11.39782
H  7.59966  13.74951  8.38535
H  8.20844  11.99527  8.55777
H  9.32157  13.64968  8.95919
H  5.64818  12.92920  9.52611
H  5.79480  12.96057  11.51904
H  6.37531  11.56963  10.23376
H  6.82611  14.87296  10.14604
H  8.80214  15.00132  10.76119
H  7.59108  14.71567  12.01519
C  8.30038  7.47700  12.71474
Ge  8.00411  9.36712  13.34489
C  8.79472  9.97981  15.05213
C  6.14354  9.81510  13.35493
Ge  8.85538  10.47036  11.38952
C  8.19220  9.30472  10.02590
C  6.77711  8.79602  10.00717
C  6.33260  7.91968  9.21955
C  7.23246  7.27848  8.20237
C  8.51985  7.74423  8.06066
C  9.02145  8.59384  8.93173
C  10.80936  10.29165  11.19932
C  11.39311  10.68149  9.99691
C  12.82440  10.27299  9.77654
C  13.57680  10.03536  10.87838
C  13.03661  9.62156  12.04918
C  11.58292  9.82743  12.16519
H  7.97624  7.25106  13.60084
H  9.45500  6.94599  12.73859
H  7.44539  6.94849  11.96678
H  8.33199  9.51573  15.86250
H  8.66761  10.88321  15.30537
H  9.83113  9.75600  15.19311
H  6.01174  10.65379  13.00728
H  5.58507  10.05750  14.49173
H  5.69019  9.02338  12.87778
H  6.23562  9.21420  10.65381
H  5.45651  7.65600  9.35151
H  6.93700  6.44239  7.47624
H  9.20631  7.28750  7.55038
H  10.04041  9.08657  9.25823
H  10.75483  11.07297  8.80748
H  13.25402  10.58707  8.66745
H  14.92883  9.98194  10.96827
H  13.57426  9.09652  13.19963
H  11.50448  9.28796  13.27774

As for the expectation value of S²: 0.7662. As for the spin multiplicity: 2. As for the energy above the lowest of the compared OMol25 structures with the same formula, charge and spin: 600.7 kcal per mole. The value obtained for the HOMO-LUMO gap (alpha / beta) is 1.4 / 5.0 eV.

Here is a structure of composition C36H43IrN7OSe2 from the Open Molecules 2025 dataset. Energies are from the ωB97M-V functional and the def2-TZVPD basis.

Positions of all 90 atoms, in Å:
Ir  -1.04205  0.71430  0.33063
C  5.65682  1.18796  2.51588
C  4.19578  0.86339  2.38535
C  3.71345  -0.42947  2.61419
C  2.38546  -0.74568  2.43280
C  1.44189  0.22235  2.05392
N  0.11092  -0.12040  1.80855
C  -0.50108  -0.98684  2.72331
C  -0.28201  -0.87088  4.10593
C  -0.90227  -1.70729  5.00949
C  -1.81002  -2.68763  4.59528
C  -2.51063  -3.57254  5.58669
C  -2.06047  -2.78912  3.23753
C  -1.40452  -1.96973  2.32270
N  -1.66037  -2.17670  0.93025
C  -1.92035  -3.35330  0.34083
C  -2.34506  -3.10869  -0.94829
C  -2.32153  -1.72678  -1.07025
N  -1.92673  -1.15293  0.07392
C  1.92450  1.51422  1.86726
C  3.27875  1.82249  1.99569
N  1.02940  2.58511  1.53841
C  1.21760  3.87392  1.86666
C  0.32613  4.64297  1.15117
C  -0.38515  3.72791  0.38915
N  0.03452  2.47812  0.61280
H  6.14080  0.52799  3.23360
H  5.80770  2.21598  2.84239
H  6.16792  1.06550  1.55903
H  4.40400  -1.20828  2.91328
H  2.04928  -1.76402  2.58107
H  0.40712  -0.11367  4.45881
H  -0.69337  -1.59001  6.06578
H  -1.89197  -3.73649  6.46731
H  -2.74961  -4.54218  5.15266
H  -3.44555  -3.11905  5.92105
H  -2.78358  -3.51182  2.87945
H  -1.77534  -4.27684  0.87416
H  -2.63868  -3.83438  -1.68604
H  -2.56912  -1.12862  -1.93213
H  3.61722  2.82844  1.78085
H  1.97759  4.15239  2.57555
H  0.21727  5.71240  1.17491
H  -1.16094  3.90742  -0.32891
C  -2.88654  3.33407  -1.94427
Se  -2.82473  1.48944  -1.34419
C  -4.32521  1.59242  -0.09331
C  -3.93947  2.27159  1.20441
Se  -2.65338  1.14016  2.14292
C  -1.90396  2.49210  3.30470
H  -3.76165  3.41876  -2.58377
H  -1.99015  3.53202  -2.52719
H  -2.97414  4.02948  -1.11338
H  -4.62633  0.55644  0.07069
H  -5.14542  2.10325  -0.59607
H  -4.80514  2.40304  1.85419
H  -3.47334  3.24509  1.04831
H  -2.72506  2.91265  3.88063
H  -1.39874  3.26050  2.72472
H  -1.20947  1.98925  3.97341
C  1.70962  -0.03946  -0.98112
C  2.52746  -0.64475  -2.08302
C  2.88567  -1.98709  -2.02521
C  3.65628  -2.55291  -3.03147
C  4.07920  -1.77527  -4.10008
C  3.74554  -0.42686  -4.15325
C  2.97889  0.13551  -3.14479
H  2.14407  0.92136  -0.69594
H  1.71660  -0.68370  -0.10443
H  2.56062  -2.59272  -1.18594
H  3.93557  -3.59672  -2.97721
H  4.68585  -2.21322  -4.88125
H  4.09670  0.18578  -4.97301
H  2.73818  1.19305  -3.17743
N  0.26624  0.24116  -1.27267
C  -0.20519  0.33249  -2.45592
N  -0.02305  -0.27056  -3.59790
C  0.28572  -1.70526  -3.76649
C  -0.82760  -2.36138  -4.56996
O  -1.04258  -1.70290  -5.79696
C  -1.43850  -0.36503  -5.59590
C  -0.35907  0.40985  -4.85802
H  0.38996  -2.16308  -2.78706
H  1.23761  -1.78634  -4.29702
H  -1.76160  -2.37312  -3.98748
H  -0.54812  -3.38793  -4.80156
H  -2.38186  -0.32676  -5.03142
H  -1.60297  0.07194  -6.57918
H  -0.67961  1.42481  -4.62990
H  0.54935  0.44930  -5.46293

As for the expectation value of S²: 0.7536. As for the spin multiplicity: 2. As for the energy above the lowest of the compared OMol25 structures with the same formula, charge and spin: 2.8 kcal per mole. The value obtained for the HOMO-LUMO gap (alpha / beta) is 7.4 / 6.4 eV. As for the charge: +2.

Here is a structure of composition C36H44As2CoN2O5PS2SbSe4 in a non-equilibrium geometry from the Open Molecules 2025 dataset. Energies are from the ωB97M-V functional and the def2-TZVPD basis.

Positions of all 98 atoms, in Å:
Co  0.72743  1.25584  -2.67720
N  1.72602  -0.24191  -3.62310
C  0.98655  -0.54245  -4.86627
C  -0.41620  0.05218  -4.79958
O  -1.38218  -0.52043  -5.31530
N  -0.41504  1.22499  -4.14589
C  -1.66727  1.93779  -3.97064
C  -1.81982  2.19130  -2.46588
O  -2.90951  2.38428  -1.94611
O  -0.68929  2.15112  -1.82810
H  2.72377  -0.14394  -3.87187
H  1.66952  -1.03126  -2.98394
H  0.92537  -1.61286  -5.06685
H  1.51637  -0.06933  -5.69566
H  -2.51297  1.35855  -4.34042
H  -1.63091  2.90147  -4.48751
C  -2.72049  -0.56358  -0.20682
C  -1.46611  -0.42815  0.67637
As  -0.45876  -2.11867  0.87371
C  -1.36344  -2.80013  2.48765
C  -1.45042  -2.04896  3.65654
C  -2.06046  -2.56386  4.78969
C  -2.59173  -3.84693  4.77109
C  -2.50561  -4.60841  3.61583
C  -1.89368  -4.08658  2.48307
C  1.12836  -1.50880  1.84265
C  1.30232  -0.25351  2.40820
C  2.49372  0.07549  3.04155
C  3.51934  -0.84966  3.12770
C  3.35036  -2.11556  2.58460
C  2.16546  -2.43698  1.94524
As  -2.35721  -0.87666  -2.13179
C  -2.09514  -2.83251  -2.03525
C  -2.83258  -3.66670  -1.20157
C  -2.55939  -5.02371  -1.13274
C  -1.53582  -5.56860  -1.89725
C  -0.81677  -4.75447  -2.75942
C  -1.10446  -3.39902  -2.83000
C  -4.18976  -1.09582  -2.78600
C  -4.33165  -1.56471  -4.09223
C  -5.58617  -1.84480  -4.60869
C  -6.71944  -1.65545  -3.82703
C  -6.58896  -1.15513  -2.54126
C  -5.33070  -0.87099  -2.02605
H  -3.26800  0.38031  -0.16683
H  -3.35854  -1.35015  0.20712
H  -1.76177  -0.06413  1.66384
H  -0.78575  0.31679  0.25270
H  -1.01734  -1.05520  3.68893
H  -2.11665  -1.96527  5.69111
H  -3.06353  -4.25196  5.65829
H  -2.91300  -5.61246  3.59792
H  -1.81414  -4.68438  1.58129
H  0.51975  0.49297  2.32747
H  2.62728  1.07652  3.43518
H  4.46049  -0.57613  3.58579
H  4.15316  -2.84003  2.63761
H  2.02974  -3.41532  1.49318
H  -3.64034  -3.25954  -0.60293
H  -3.14451  -5.66239  -0.48047
H  -1.30853  -6.62578  -1.82949
H  -0.02571  -5.17247  -3.37009
H  -0.56484  -2.76141  -3.52184
H  -3.44299  -1.69237  -4.70141
H  -5.68267  -2.20954  -5.62429
H  -7.69989  -1.89199  -4.22370
H  -7.47206  -0.98680  -1.93564
H  -5.24321  -0.46126  -1.02669
Se  5.78928  0.74621  -1.59993
Sb  4.60246  2.16917  -3.20756
Se  5.85775  4.26850  -3.48212
Se  4.37303  0.93463  -5.32528
Se  2.26068  3.01778  -2.40107
C  2.46831  2.64421  5.06122
C  1.54229  2.99854  3.90685
C  0.21378  3.55203  4.40929
O  2.22744  3.95524  3.10030
P  2.05722  4.00223  1.43784
S  0.26044  4.80762  1.03674
S  2.13988  1.39100  -1.02632
O  3.07286  5.21512  1.14147
C  4.50522  5.09272  1.03450
C  4.93175  3.72811  0.53368
C  5.14072  5.45166  2.37091
H  1.98263  1.93189  5.72988
H  2.71712  3.54503  5.62520
H  3.39130  2.20293  4.68387
H  1.35300  2.08872  3.32374
H  0.38756  4.45555  4.99752
H  -0.28903  2.80722  5.02919
H  -0.42375  3.80936  3.56750
H  4.78718  5.84323  0.29194
H  4.74432  2.95222  1.28265
H  5.98355  3.71948  0.25952
H  4.34624  3.48984  -0.35051
H  4.81378  4.75077  3.14053
H  4.83679  6.45650  2.66867
H  6.22661  5.41195  2.27928

As for the expectation value of S²: 1.2082. As for the spin multiplicity: 2. As for the energy above the lowest of the compared OMol25 structures with the same formula, charge and spin: 79.9 kcal per mole. The value obtained for the HOMO-LUMO gap (alpha / beta) is 4.8 / 4.0 eV. As for the charge: -2.

Q: Which formula does entry 1 have?
A: C36H43Ge2KN5OS